No. 1
9
Properties=species:S:1:pos:R:3:nbo_charge:R:1 method="wB97M-V/def2-TZVPD" homo_lumo_gap_ha=0.3706 energy_ha=-703.5518 molar_mass_g_mol=188.0 de_lowest_kcal_mol=31.44
I -0.386 2.499 1.123 -0.285
Si 0.111 0.655 -0.434 1.503
O -1.364 0.629 -1.119 -1.082
C 0.631 -0.849 0.573 -1.157
H -0.571 -1.611 0.875 0.217
H 1.060 -0.543 1.603 0.275
H 1.218 -1.561 -0.101 0.250
H -1.844 -0.125 -1.160 0.496
H 1.145 0.905 -1.361 -0.219

No. 2
10
Properties=species:S:1:pos:R:3:mulliken_spin:R:1 method="wB97M-V/def2-TZVPD" homo_lumo_gap_ha="0.3350 / 0.3360" s2=6.0065 energy_ha=-1209.9244 molar_mass_g_mol=116.0 spin_multiplicity=5 total_charge=+2
V 0.337 0.849 -0.025 2.960
O 0.119 2.729 -0.526 0.541
O -0.235 -0.906 -0.107 0.031
O -0.853 3.374 0.019 0.474
C 0.483 -2.098 0.271 0.001
H -1.102 -1.123 -0.487 0.003
H 0.721 -2.676 -0.627 0.002
H -0.744 4.314 -0.245 -0.012
H 1.406 -1.780 0.764 0.002
H -0.132 -2.684 0.963 -0.001

No. 3
61
Properties=species:S:1:pos:R:3:nbo_charge:R:1 method="wB97M-V/def2-TZVPD" homo_lumo_gap_ha="0.2827 / 0.2863" energy_ha=-5911.8933 molar_mass_g_mol=593.2 total_charge=+1 de_lowest_kcal_mol=0.00
Se -0.424 -1.305 1.319 -0.222
Ni -1.002 0.350 -0.179 0.803
S -0.867 1.904 -3.104 2.360
P -0.465 2.316 0.714 1.027
O -0.199 2.945 -2.366 -0.980
O -1.950 2.247 -3.980 -0.939
N -0.910 -0.753 4.087 -0.518
N 1.027 -1.666 3.763 -0.351
N -1.352 0.841 -1.995 -0.995
N -2.026 -1.068 -1.201 -0.555
C 1.160 0.305 -6.175 -0.214
C -0.046 -1.159 3.145 0.296
C 0.333 1.042 -4.055 -0.399
C 0.185 0.957 -5.429 -0.158
C -0.476 2.268 2.525 -0.952
C -3.331 -2.715 -2.281 -0.289
C 0.833 -1.607 5.150 0.158
C 3.314 -0.985 -6.372 -0.634
C -0.133 -1.256 7.685 -0.184
C 1.121 -1.849 7.475 -0.191
C -0.920 -0.830 6.632 -0.217
C 1.629 -2.036 6.203 -0.225
C 2.272 -0.260 -5.564 0.019
C -2.645 -2.254 -1.185 0.070
C -2.727 -0.691 -3.454 -0.293
C 1.150 3.050 0.364 -0.958
C 1.437 0.479 -3.418 -0.127
C -2.061 -0.298 -2.296 0.401
C 2.395 -0.166 -4.174 -0.220
C -1.644 3.622 0.299 -0.964
C 2.221 -2.214 3.131 -0.418
C -0.403 -1.019 5.359 0.101
C -3.367 -1.913 -3.425 -0.106
H 1.051 0.238 -7.250 0.222
H -2.558 -2.830 -0.273 0.216
H -2.671 3.267 0.380 0.252
H -1.892 -0.383 6.795 0.236
H 3.257 -0.607 -3.688 0.215
H 2.593 -2.498 6.039 0.235
H -3.909 -2.246 -4.301 0.232
H 3.255 -0.718 -7.425 0.225
H 1.538 0.555 -2.342 0.210
H -2.758 -0.042 -4.316 0.260
H -1.493 4.468 0.971 0.240
H -1.451 1.951 2.895 0.233
H 4.318 -0.756 -6.014 0.225
H -3.828 -3.673 -2.247 0.237
H 1.951 2.380 0.678 0.243
H 1.233 3.245 -0.701 0.292
H -1.458 3.927 -0.728 0.291
H 1.701 -2.172 8.328 0.235
H 2.326 -3.264 3.395 0.227
H -0.681 1.401 -5.901 0.246
H 3.096 -1.662 3.471 0.224
H -0.246 3.259 2.919 0.246
H 1.225 3.988 0.917 0.240
H -1.809 -0.355 3.870 0.442
H -0.495 -1.134 8.696 0.235
H 2.121 -2.120 2.055 0.250
H 3.174 -2.065 -6.291 0.229
H 0.279 1.562 2.873 0.237

No. 4
22
Properties=species:S:1:pos:R:3:mulliken_spin:R:1 method="wB97M-V/def2-TZVPD" homo_lumo_gap_ha="0.2730 / 0.1661" s2=0.7546 energy_ha=-440.5045 molar_mass_g_mol=124.2 spin_multiplicity=2 total_charge=+2 de_lowest_kcal_mol=28.24
O 2.204 -0.214 -2.004 0.007
O -0.980 3.337 -1.060 0.003
O -2.942 -1.098 1.327 0.001
N -0.813 -0.876 -0.703 -0.027
C 0.567 -0.656 1.273 0.324
C 1.486 0.017 2.156 0.027
C -0.781 -0.944 -1.990 0.095
C 0.226 -0.212 -0.018 0.376
H -0.081 3.189 -1.375 0.000
H -0.883 3.989 -0.344 0.000
H 1.736 -0.517 3.062 0.001
H -3.770 -1.568 1.488 0.000
H 0.108 -1.575 1.640 0.015
H 2.418 0.243 1.598 0.048
H 0.527 0.729 -0.455 0.055
H 2.820 -0.205 -2.749 0.002
H -1.573 -1.310 -0.140 0.001
H 1.146 1.043 2.397 0.056
H -1.513 -1.559 -2.495 0.006
H -2.607 -0.909 2.212 0.000
H -0.030 -0.459 -2.586 0.011
H 2.734 -0.444 -1.231 -0.001